1.
The following is a DFT calculation (ωB97M-V/def2-TZVPD) of a single C2F3NO3S molecule in a non-equilibrium geometry.

The HOMO-LUMO gap comes out at 10.25 eV. As for the charge: 0.

Each line ends with the Mulliken charge.
Positions of all 10 atoms, in Å:
C  -0.071  -0.012  0.826  0.27
C  -1.340  -0.552  0.022  0.91
N  0.490  0.894  0.035  0.09
O  0.147  -0.328  1.965  -0.49
O  2.355  -0.384  -1.246  -0.41
O  1.855  1.538  0.245  -0.32
F  -1.721  -1.766  0.427  -0.23
F  -2.234  0.395  0.264  -0.23
F  -1.132  -0.641  -1.291  -0.25
S  1.651  0.855  -1.249  0.66



2.
The following is a DFT calculation (ωB97M-V/def2-TZVPD) of 2 unconnected molecules or ions with the total composition C2F3OS2 in a non-equilibrium geometry.

The HOMO-LUMO gap comes out at 6.54 eV. As for the charge: -1.

Each line ends with the Mulliken charge.
Positions of all 8 atoms, in Å:
C  -2.621  -0.175  -0.062  0.58
C  1.637  0.058  -0.076  0.34
O  -2.441  -0.459  -1.165  -0.28
F  2.814  0.673  0.420  -0.27
F  0.707  0.403  0.891  -0.25
F  1.836  -1.300  0.270  -0.27
S  -3.048  0.267  1.404  -0.31
S  1.116  0.534  -1.682  -0.55



3.
The following is a DFT calculation (ωB97M-V/def2-TZVPD) of a molecular structure, C2F5NO4S2Tm in a non-equilibrium geometry.

The HOMO-LUMO gap (alpha / beta) comes out at 4.86 / 3.42 eV. Its spin multiplicity is 3. As for the charge: +1.

Each line ends with the Mulliken charge.
Positions of all 15 atoms, in Å:
Tm  -1.801  -1.852  -2.212  1.66
N  0.087  -0.332  0.502  -0.04
S  0.427  0.575  -0.957  1.31
O  1.881  0.652  -1.037  -0.56
O  -0.242  -0.245  -2.022  -0.52
C  -0.305  2.295  -1.188  -0.09
F  -1.433  2.309  -0.418  -0.19
F  0.545  3.148  -0.548  -0.14
S  -1.047  -1.640  0.575  0.68
O  -2.268  -1.018  -0.115  -0.57
O  -0.586  -2.653  -0.478  -0.54
C  0.953  -0.334  1.704  0.67
F  0.375  0.456  2.610  -0.22
F  2.161  0.220  1.521  -0.22
F  1.252  -1.581  2.064  -0.23



4.
The following is a DFT calculation (ωB97M-V/def2-TZVPD) of 2 unconnected molecules or ions with the total composition C2FIO5S in a non-equilibrium geometry.

The HOMO-LUMO gap comes out at 5.69 eV. As for the charge: -2.

Each line ends with the Mulliken charge.
Positions of all 10 atoms, in Å:
C  -0.902  -2.067  0.180  0.77
C  0.239  -0.178  -0.376  -0.33
O  -0.036  -2.705  0.683  -0.49
O  0.493  1.611  1.652  -0.70
O  -2.030  -1.982  -0.107  -0.47
O  1.063  2.470  -0.526  -0.66
O  -1.303  1.874  0.031  -0.70
F  0.020  -0.125  -1.792  -0.28
S  0.123  1.596  0.226  1.04
I  2.333  -0.493  0.028  -0.18



5.
The following is a DFT calculation (ωB97M-V/def2-TZVPD) of 2 unconnected molecules or ions with the total composition C2FN3O7S in a non-equilibrium geometry.

The HOMO-LUMO gap (alpha / beta) comes out at 5.13 / 9.32 eV. As for the charge: 0.

Each line ends with the Mulliken charge.
Positions of all 14 atoms, in Å:
C  1.217  0.127  -1.688  0.28
C  0.238  -0.606  -0.983  0.23
N  2.053  0.665  -2.268  -0.37
N  0.511  -1.401  0.097  0.94
N  1.242  0.785  1.327  1.06
O  1.642  -1.723  0.394  -0.58
O  -0.480  -1.653  0.869  -0.54
O  1.083  0.357  2.351  -0.37
O  1.596  1.654  0.704  -0.43
O  -2.565  1.460  -0.615  -0.53
O  -0.821  0.866  0.882  -0.45
O  -1.097  -0.361  -1.307  -0.27
F  -2.829  -0.625  0.339  -0.16
S  -1.792  0.456  -0.103  1.20



6.
The following is a DFT calculation (ωB97M-V/def2-TZVPD) of a molecular structure, C2FORu in a non-equilibrium geometry.

The HOMO-LUMO gap (alpha / beta) comes out at 5.47 / 6.75 eV. Its spin multiplicity is 7. As for the charge: +1.

Each line ends with the Mulliken charge.
Positions of all 5 atoms, in Å:
C  -1.274  -0.759  -0.694  0.34
C  -0.174  0.090  -0.182  0.45
O  -0.990  -0.847  0.594  -0.04
F  -0.659  1.376  0.054  -0.14
Ru  1.962  -0.215  0.078  0.38



7.
The following is a DFT calculation (ωB97M-V/def2-TZVPD) of a molecular structure, C2H10BNaO2 in a non-equilibrium geometry.

The HOMO-LUMO gap comes out at 4.23 eV. As for the charge: -2.

Each line ends with the Mulliken charge.
Positions of all 16 atoms, in Å:
Na  0.428  -0.172  0.743  0.57
B  -0.075  -2.783  0.732  0.26
H  0.076  -3.193  -0.398  -0.23
H  -1.043  -2.062  0.790  -0.19
H  -0.280  -3.745  1.469  -0.22
H  0.907  -2.234  1.190  -0.34
C  1.055  0.285  -2.921  -0.68
O  0.321  0.194  -1.808  -0.73
H  2.002  0.900  -2.810  0.15
H  1.380  -0.711  -3.329  0.18
H  0.561  0.798  -3.802  0.13
C  -1.069  2.534  2.020  -0.55
O  -1.357  1.497  1.217  -0.80
H  -0.323  2.318  2.845  0.10
H  -0.621  3.424  1.492  0.17
H  -1.961  2.951  2.568  0.17



8.
The following is a DFT calculation (ωB97M-V/def2-TZVPD) of a molecular structure, C2H10F6NaO11S2 in a non-equilibrium geometry.

The HOMO-LUMO gap comes out at 8.16 eV. As for the charge: -1.

Each line ends with the Mulliken charge.
Positions of all 32 atoms, in Å:
Na  0.269  0.168  -0.258  1.16
C  -0.049  0.534  4.062  0.58
F  0.373  -0.748  4.280  -0.26
F  -0.779  0.791  5.154  -0.24
F  0.939  1.386  4.056  -0.22
S  -1.116  0.756  2.457  1.26
O  -1.818  2.040  2.723  -0.77
O  -0.163  0.873  1.309  -0.58
O  -1.950  -0.434  2.391  -0.74
C  -0.732  -1.579  -3.442  0.68
F  -0.231  -1.643  -4.670  -0.27
F  -1.427  -0.487  -3.264  -0.21
F  -1.576  -2.605  -3.399  -0.24
S  0.582  -1.787  -2.117  1.10
O  1.767  -0.956  -2.476  -0.65
O  -0.066  -1.267  -0.890  -0.64
O  0.845  -3.249  -2.016  -0.72
O  -1.949  0.248  -1.233  -0.68
H  -1.948  -0.179  -0.376  0.30
H  -1.796  -0.463  -1.855  0.38
O  1.398  -0.979  0.320  -0.29
H  2.181  -0.646  0.759  0.22
H  1.542  -1.923  0.256  0.18
O  -0.426  1.959  0.048  -0.38
H  -1.241  1.933  0.549  0.23
H  -0.379  2.854  -0.288  0.15
O  1.886  1.060  1.080  -0.94
H  2.411  0.728  1.809  0.28
H  1.007  1.164  1.445  0.58
O  0.945  0.967  -1.802  -0.82
H  0.358  1.376  -2.437  0.31
H  1.141  0.107  -2.174  0.25



9.
The following is a DFT calculation (ωB97M-V/def2-TZVPD) of a molecular structure, C2H10HfN3S in a non-equilibrium geometry.

The HOMO-LUMO gap comes out at 8.28 eV. As for the charge: +1.

Each line ends with the Mulliken charge.
Positions of all 17 atoms, in Å:
C  0.907  -0.189  -1.851  -1.21
Hf  -0.265  -0.086  -0.122  1.52
N  -1.754  -1.435  1.085  -0.83
N  -0.727  2.246  -0.306  -0.93
H  -1.681  -1.321  2.103  0.31
H  -0.570  -1.672  -0.688  -0.16
H  1.680  -0.965  -1.709  0.33
H  1.381  0.864  -2.001  0.37
H  0.231  -0.514  -2.670  0.39
H  -0.453  2.770  0.538  0.31
H  -1.720  2.458  -0.476  0.33
H  -0.217  2.694  -1.081  0.32
H  -2.711  -1.300  0.743  0.31
H  -1.458  -2.392  0.877  0.35
S  3.675  -0.672  2.587  -0.26
C  2.375  -0.357  1.770  0.67
N  1.305  -0.130  1.203  -0.84



10.
The following is a DFT calculation (ωB97M-V/def2-TZVPD) of a gas-phase ion, C2H10IP2 (charge -1) in a non-equilibrium geometry.

The HOMO-LUMO gap comes out at 6.91 eV. As for the charge: -1.

Each line ends with the Mulliken charge.
Positions of all 15 atoms, in Å:
C  0.240  0.618  1.761  -1.13
P  0.870  -0.352  0.300  0.15
C  -0.148  -1.896  0.406  -1.01
P  -0.110  0.856  -1.368  -0.56
I  1.977  0.559  -2.900  -0.53
H  -0.023  1.607  1.403  0.35
H  -0.621  0.133  2.199  0.30
H  1.045  0.710  2.473  0.34
H  -0.618  -1.946  1.380  0.31
H  -0.934  -1.909  -0.345  0.29
H  0.480  -2.767  0.314  0.30
H  0.517  2.017  -0.730  0.04
H  -0.662  1.688  -2.402  0.09
H  -0.700  -0.347  -1.952  -0.01
H  -1.315  1.030  -0.538  0.08



11.
The following is a DFT calculation (ωB97M-V/def2-TZVPD) of 2 unconnected molecules or ions with the total composition C2H10N2 in a non-equilibrium geometry.

The HOMO-LUMO gap comes out at 10.38 eV. As for the structure (SMILES): CCN.N. As for the charge: 0.

Each line ends with the Mulliken charge.
Positions of all 14 atoms, in Å:
N  -2.492  -0.759  0.882  -0.72
H  -3.421  -0.586  0.505  0.23
H  -2.345  -0.022  1.547  0.24
H  -1.848  -0.560  0.135  0.22
C  1.299  0.749  0.729  -0.93
C  1.324  -0.199  -0.485  -0.31
N  0.212  0.153  -1.413  -0.59
H  2.052  1.509  0.530  0.27
H  1.553  0.282  1.681  0.28
H  0.309  1.184  0.806  0.28
H  1.280  -1.274  -0.277  0.27
H  2.243  -0.083  -1.055  0.36
H  0.552  -0.186  -2.314  0.23
H  -0.718  -0.208  -1.271  0.17



12.
The following is a DFT calculation (ωB97M-V/def2-TZVPD) of 2 unconnected molecules or ions with the total composition C2H10N2 in a non-equilibrium geometry.

The HOMO-LUMO gap comes out at 10.02 eV. As for the structure (SMILES): CNC.N. As for the charge: 0.

Each line ends with the Mulliken charge.
Positions of all 14 atoms, in Å:
N  2.339  0.297  0.631  -0.59
H  3.118  0.872  0.891  0.21
H  1.845  0.709  -0.155  0.18
H  2.619  -0.660  0.434  0.21
C  -1.319  -0.934  0.640  -0.77
N  -1.244  0.477  0.238  -0.44
C  -0.751  0.538  -1.151  -0.81
H  -0.385  -1.485  0.475  0.26
H  -2.106  -1.403  0.049  0.30
H  -1.584  -1.019  1.693  0.31
H  -0.521  0.925  0.811  0.29
H  -0.831  1.577  -1.469  0.29
H  0.256  0.154  -1.326  0.22
H  -1.437  -0.049  -1.761  0.33